No. 1
2 unconnected molecules or ions with the total composition C6H13N2. Source: the OMol25 dataset; level of theory: the ωB97M-V functional and the def2-TZVPD basis.

gap between HOMO and LUMO	0.3811	hartree
relative energy (zero: lowest compared OMol25 entry of this formula, charge and spin)	0.802	eV
calculated total energy	-9406.06606	eV
charge	+1
LUMO level	-2.92	eV

Each atom is followed by the atoms it is bonded to, with distances in Å.
Cartesian coordinates (Å):
1 C 0.08 -2.68 1.50  N7 1.255, H9 1.083, H10 1.085
2 C 0.49 -0.30 -1.71  C4 1.501, N8 1.487, H11 1.091, H12 1.095
3 C 0.70 1.25 0.07  C5 1.514, N8 1.484, H13 1.096, H14 1.090
4 C -0.85 0.29 -1.36  C2 1.501, C5 1.327, H15 1.072
5 C -0.75 1.15 -0.36  C3 1.514, C4 1.327, C6 1.480
6 C -1.80 1.93 0.33  C5 1.480, H16 1.090, H17 1.086, H18 1.088
7 N 0.95 -1.78 1.39  C1 1.255, H19 1.019
8 N 1.30 0.02 -0.51  C2 1.487, C3 1.484, H20 1.114, H21 1.020
9 H -0.70 -2.75 0.75  C1 1.083
10 H 0.03 -3.39 2.32  C1 1.085
11 H 0.47 -1.37 -1.90  C2 1.091
12 H 0.91 0.20 -2.60  C2 1.095
13 H 1.15 2.14 -0.37  C3 1.096
14 H 0.84 1.28 1.15  C3 1.090
15 H -1.74 0.03 -1.90  C4 1.072
16 H -1.91 1.59 1.36  C6 1.090
17 H -2.75 1.82 -0.18  C6 1.086
18 H -1.54 2.99 0.35  C6 1.088
19 H 1.65 -1.74 2.12  N7 1.019
20 H 1.16 -0.79 0.25  N8 1.114
21 H 2.29 0.12 -0.72  N8 1.020

---

No. 2
A gas-phase ion, C5H14N (charge +2). Source: the OMol25 dataset; level of theory: the ωB97M-V functional and the def2-TZVPD basis.

gap between HOMO and LUMO (spin up / spin down)	0.5148 / 0.2522	hartree
relative energy (zero: lowest compared OMol25 entry of this formula, charge and spin)	0.981	eV
calculated total energy	-6881.06755	eV
charge	+2
<S²>	0.753
LUMO level (spin up / spin down)	-7.06 / -14.30	eV
2S+1	2

Each atom is followed by the atoms it is bonded to, with distances in Å.
Cartesian coordinates (Å):
1 C -0.99 -0.81 0.79  C2 1.534, N6 1.527, H7 1.081, H8 1.085
2 C 0.09 0.07 0.15  C1 1.534, C3 1.597, C4 1.481, H9 1.098
3 C -0.55 1.31 -0.62  C2 1.597, H10 1.098, H11 1.079, H12 1.080
4 C 0.91 -0.68 -0.83  C2 1.481, C5 1.468, H13 1.124, H14 1.160
5 C 2.12 -0.04 -1.36  C4 1.468, H15 1.087, H16 1.151, H17 1.092
6 N -1.61 -0.14 2.01  C1 1.527, H18 1.025, H19 1.025, H20 1.024
7 H -1.82 -1.03 0.13  C1 1.081
8 H -0.53 -1.72 1.18  C1 1.085
9 H 0.78 0.47 0.91  C2 1.098
10 H 0.23 2.08 -0.70  C3 1.098
11 H -1.40 1.69 -0.07  C3 1.079
12 H -0.82 1.02 -1.62  C3 1.080
13 H 0.27 -1.14 -1.64  C4 1.124
14 H 1.35 -1.69 -0.48  C4 1.160
15 H 2.71 0.53 -0.65  C5 1.087
16 H 1.82 0.73 -2.16  C5 1.151
17 H 2.76 -0.72 -1.93  C5 1.092
18 H -2.35 -0.74 2.39  N6 1.025
19 H -2.06 0.75 1.77  N6 1.025
20 H -0.92 0.05 2.74  N6 1.024

---

No. 3
C3H5N3 in the gas phase. Source: the OMol25 dataset; level of theory: the ωB97M-V functional and the def2-TZVPD basis.

gap between HOMO and LUMO	0.3991	hartree
relative energy (zero: lowest compared OMol25 entry of this formula, charge and spin)	1.339	eV
SMILES	Cn1nccn1
calculated total energy	-7661.11611	eV
charge	0
LUMO level	1.16	eV

Each atom is followed by the atoms it is bonded to, with distances in Å.
Cartesian coordinates (Å):
1 C 0.45 0.35 1.69  N2 1.439, H7 1.088, H8 1.092, H9 1.089
2 N 0.00 0.13 0.34  C1 1.439, N3 1.320, N6 1.305
3 N -1.11 -0.51 0.01  N2 1.320, C4 1.334
4 C -1.04 -0.58 -1.32  N3 1.334, C5 1.413, H10 1.086
5 C 0.17 0.03 -1.72  C4 1.413, N6 1.324, H11 1.072
6 N 0.77 0.49 -0.64  N2 1.305, C5 1.324
7 H -0.05 1.22 2.11  C1 1.088
8 H 1.53 0.53 1.63  C1 1.092
9 H 0.25 -0.55 2.28  C1 1.089
10 H -1.86 -1.03 -1.87  C4 1.086
11 H 0.89 -0.06 -2.51  C5 1.072

---

No. 4
3 unconnected molecules or ions with the total composition C15H28IN4O7P2S. Source: the OMol25 dataset; level of theory: the ωB97M-V functional and the def2-TZVPD basis.

gap between HOMO and LUMO	0.2533	hartree
calculated total energy	-73808.42975	eV
charge	+1
LUMO level	-4.97	eV

Each atom is followed by the atoms it is bonded to, with distances in Å.
Cartesian coordinates (Å):
1 C -5.65 -1.00 -0.46  C2 1.503, H19 1.091, H20 1.092, H21 1.088
2 C -5.16 0.37 -0.83  C1 1.503, O3 1.196, N4 1.469
3 O -5.63 1.09 -1.66  C2 1.196
4 N -4.08 0.89 0.03  C2 1.469, C5 1.476, N6 1.400
5 C -3.68 2.27 -0.29  N4 1.476, H22 1.090, H23 1.091, H24 1.088
6 N -2.98 0.02 0.02  N4 1.400, C7 1.321, N18 1.316
7 C -2.40 -0.28 1.16  N6 1.321, C8 1.396, H25 1.080
8 C -1.29 -1.13 1.16  C7 1.396, P9 1.836, C13 1.381
9 P -0.43 -1.39 2.76  C8 1.836, O10 1.612, O11 1.589, S12 1.899
10 O -1.32 -0.52 3.79  P9 1.612, H26 0.969
11 O -0.85 -2.86 3.19  P9 1.589, H27 0.967
12 S 1.42 -0.95 2.66  P9 1.899
13 C -0.90 -1.69 -0.04  C8 1.381, P14 1.860, C16 1.426
14 P 0.34 -3.06 -0.19  C13 1.860, N15 1.549, H28 1.399, H29 1.402
15 N -0.27 -4.29 -0.92  P14 1.549, H30 1.013
16 C -1.58 -1.26 -1.21  C13 1.426, I17 2.064, N18 1.320
17 I -1.01 -1.79 -3.12  C16 2.064
18 N -2.58 -0.41 -1.16  N6 1.316, C16 1.320
19 H -4.86 -1.65 -0.08  C1 1.091
20 H -6.39 -0.89 0.33  C1 1.092
21 H -6.10 -1.46 -1.34  C1 1.088
22 H -2.72 2.47 0.18  C5 1.090
23 H -3.59 2.41 -1.37  C5 1.091
24 H -4.43 2.94 0.12  C5 1.088
25 H -2.82 0.17 2.05  C7 1.080
26 H -0.88 0.33 3.99  O10 0.969
27 H -1.55 -2.92 3.85  O11 0.967
28 H 0.76 -3.22 1.13  P14 1.399
29 H 1.38 -2.36 -0.82  P14 1.402
30 H -0.31 -5.12 -0.35  N15 1.013
31 O 2.35 3.67 7.35  C32 1.198
32 C 2.98 2.85 6.75  O31 1.198, O33 1.357, C36 1.509
33 O 2.35 1.72 6.36  C32 1.357, C34 1.430
34 C 2.93 0.77 5.46  O33 1.430, C35 1.514, H37 1.092, H38 1.087
35 C 3.80 -0.25 6.16  C34 1.514, H39 1.090, H40 1.091, H41 1.090
36 C 4.46 3.01 6.47  C32 1.509, H42 1.090, H43 1.086, H44 1.087
37 H 3.46 1.28 4.66  C34 1.092
38 H 2.07 0.28 5.01  C34 1.087
39 H 4.67 0.21 6.62  C35 1.090
40 H 4.15 -1.00 5.44  C35 1.091
41 H 3.23 -0.76 6.94  C35 1.090
42 H 5.01 2.58 7.31  C36 1.090
43 H 4.68 4.07 6.43  C36 1.086
44 H 4.80 2.53 5.55  C36 1.087
45 O 0.35 -1.85 -5.64  C46 1.208
46 C 0.95 -0.99 -6.24  O45 1.208, O47 1.340, C50 1.505
47 O 0.68 0.29 -5.93  C46 1.340, C48 1.440
48 C 1.43 1.39 -6.48  O47 1.440, C49 1.512, H51 1.089, H52 1.088
49 C 0.88 1.84 -7.81  C48 1.512, H53 1.090, H54 1.090, H55 1.090
50 C 1.91 -1.32 -7.35  C46 1.505, H56 1.090, H57 1.086, H58 1.086
51 H 2.49 1.15 -6.53  C48 1.089
52 H 1.32 2.18 -5.73  C48 1.088
53 H 0.97 1.07 -8.57  C49 1.090
54 H 1.42 2.73 -8.16  C49 1.090
55 H -0.18 2.10 -7.72  C49 1.090
56 H 1.34 -1.35 -8.28  C50 1.090
57 H 2.31 -2.31 -7.16  C50 1.086
58 H 2.72 -0.61 -7.47  C50 1.086